No. 1
{"formula": "C3H5N3", "method": "the ωB97M-V functional and the def2-TZVPD basis", "relative_energy_kj_mol": 630.3, "e_tot_ev": -7655.923, "lumo_energy_ev": 0.7, "charge": 0, "species": ["N", "C", "N", "N", "C", "C", "H", "H", "H", "H", "H"], "xyz": [[-1.96, -0.14, 0.06], [-0.47, -0.12, 0.08], [0.34, -1.07, -0.17], [1.67, -0.62, -0.13], [2.04, 0.62, -0.01], [-1.05, 1.04, 0.43], [-2.38, -0.28, -0.86], [-2.48, -0.59, 0.81], [2.28, -1.44, -0.20], [3.15, 0.59, 0.02], [-1.13, 2.01, -0.04]], "nbo_charge": [-0.594, 0.361, -0.421, -0.387, -0.180, -0.286, 0.390, 0.397, 0.375, 0.114, 0.230]}

No. 2
{"formula": "C29H58Br26Cl2O3S", "method": "the ωB97M-V functional and the def2-TZVPD basis", "e_tot_ev": -1894139.025, "lumo_energy_ev": 0.0, "charge": 0, "species": ["O", "S", "O", "Cl", "O", "C", "C", "C", "Cl", "H", "H", "H", "H", "H", "H", "Br", "C", "C", "Br", "H", "H", "H", "H", "Br", "C", "C", "Br", "H", "H", "H", "H", "Br", "C", "C", "Br", "H", "H", "H", "H", "Br", "C", "C", "Br", "H", "H", "H", "H", "Br", "C", "C", "Br", "H", "H", "H", "H", "Br", "C", "C", "Br", "H", "H", "H", "H", "Br", "C", "C", "Br", "H", "H", "H", "H", "Br", "C", "C", "Br", "H", "H", "H", "H", "Br", "C", "C", "Br", "H", "H", "H", "H", "Br", "C", "C", "Br", "H", "H", "H", "H", "Br", "C", "C", "Br", "H", "H", "H", "H", "Br", "C", "C", "Br", "H", "H", "H", "H", "Br", "C", "C", "Br", "H", "H", "H", "H"], "xyz": [[0.50, 2.51, 3.34], [1.72, 3.12, 2.97], [1.40, 3.62, 1.37], [2.31, 5.04, 1.14], [2.79, 1.86, 2.97], [3.49, 1.68, 1.72], [2.80, 0.59, 0.85], [2.32, 1.10, -0.53], [0.53, 1.32, -0.47], [3.70, 2.60, 1.18], [4.47, 1.26, 1.99], [3.54, -0.20, 0.65], [1.99, 0.10, 1.39], [2.82, 2.04, -0.77], [2.62, 0.40, -1.31], [0.64, -2.35, -2.20], [-1.10, -1.67, -1.63], [-2.16, -1.89, -2.67], [-1.99, -0.62, -4.14], [-0.96, -0.63, -1.39], [-1.33, -2.23, -0.72], [-3.14, -1.72, -2.25], [-2.13, -2.89, -3.12], [-5.95, 0.73, -1.55], [-7.04, -0.89, -1.50], [-6.71, -1.73, -0.31], [-5.04, -2.70, -0.56], [-6.88, -1.40, -2.45], [-8.07, -0.53, -1.45], [-7.47, -2.50, -0.16], [-6.60, -1.16, 0.61], [2.06, 7.20, 7.42], [0.43, 6.15, 7.23], [0.73, 4.72, 6.89], [1.23, 4.51, 5.00], [-0.18, 6.65, 6.49], [-0.06, 6.22, 8.20], [-0.15, 4.10, 7.01], [1.55, 4.30, 7.47], [4.98, 2.43, -1.97], [3.88, 3.97, -2.41], [4.70, 5.05, -3.08], [5.79, 6.02, -1.80], [3.42, 4.31, -1.49], [3.11, 3.60, -3.08], [4.04, 5.79, -3.52], [5.37, 4.66, -3.84], [0.40, 2.33, -4.08], [-0.69, 3.88, -4.52], [0.12, 4.96, -5.18], [1.20, 5.94, -3.89], [-1.16, 4.21, -3.60], [-1.45, 3.51, -5.20], [-0.53, 5.71, -5.63], [0.79, 4.58, -5.94], [-8.28, 4.40, -1.79], [-8.28, 4.35, 0.15], [-8.16, 2.94, 0.67], [-9.85, 1.98, 0.51], [-9.18, 4.85, 0.48], [-7.41, 4.94, 0.45], [-7.93, 2.94, 1.73], [-7.42, 2.35, 0.14], [-3.27, -1.96, -7.16], [-4.35, -0.41, -7.61], [-3.53, 0.66, -8.28], [-2.43, 1.63, -6.99], [-4.82, -0.07, -6.69], [-5.12, -0.78, -8.29], [-4.17, 1.41, -8.73], [-2.85, 0.27, -9.03], [2.58, -4.43, -6.04], [3.85, -5.14, -4.75], [3.71, -4.47, -3.41], [4.52, -2.69, -3.43], [4.84, -5.04, -5.18], [3.61, -6.20, -4.67], [4.25, -5.02, -2.64], [2.68, -4.34, -3.10], [-5.72, 3.50, 4.01], [-6.11, 1.83, 4.94], [-5.98, 0.65, 4.02], [-7.53, 0.51, 2.83], [-7.10, 1.93, 5.37], [-5.37, 1.77, 5.74], [-5.97, -0.28, 4.58], [-5.10, 0.69, 3.38], [3.71, -9.03, -4.52], [5.51, -9.30, -3.84], [6.11, -8.02, -3.34], [6.71, -6.88, -4.81], [6.08, -9.76, -4.64], [5.40, -10.01, -3.02], [7.01, -8.22, -2.76], [5.42, -7.42, -2.74], [5.39, -6.19, 0.33], [6.58, -5.05, -0.72], [7.63, -4.41, 0.14], [6.89, -2.92, 1.17], [5.95, -4.34, -1.24], [7.04, -5.72, -1.45], [8.41, -3.97, -0.47], [8.07, -5.09, 0.86], [-4.59, 6.51, 7.78], [-5.76, 4.96, 7.73], [-5.53, 4.05, 8.91], [-3.91, 2.99, 8.67], [-5.60, 4.47, 6.78], [-6.77, 5.37, 7.76], [-6.33, 3.32, 8.99], [-5.42, 4.58, 9.85], [6.85, -8.10, 3.63], [6.48, -6.22, 3.99], [5.42, -6.06, 5.05], [3.65, -6.41, 4.33], [6.21, -5.76, 3.05], [7.43, -5.81, 4.33], [5.39, -5.03, 5.41], [5.56, -6.73, 5.89]], "mulliken_charge": [-0.480, 0.545, -0.180, -0.038, -0.390, -0.375, -0.652, 0.667, -0.250, 0.276, 0.420, 0.246, 0.403, -0.832, 0.412, -0.117, -0.271, -0.043, -0.053, 0.102, 0.395, -0.321, 0.413, -0.125, -0.704, -0.109, -0.116, 0.444, 0.378, 0.344, -0.076, -0.154, -0.553, -0.631, 0.100, 0.351, 0.356, 0.292, 0.374, -0.113, -0.063, -0.434, -0.177, 0.117, 0.103, 0.213, 0.403, -0.060, -0.321, -0.565, -0.170, 0.407, -0.062, 0.398, 0.344, -0.159, -0.680, 0.051, -0.144, 0.432, 0.357, 0.061, 0.073, -0.134, -0.623, -0.548, -0.099, 0.357, 0.353, 0.334, 0.369, -0.165, -0.399, 0.404, -0.132, 0.340, -0.008, -0.322, 0.197, -0.166, -0.597, -0.574, -0.177, 0.379, 0.329, 0.405, 0.406, -0.148, -0.643, -0.509, -0.107, 0.420, 0.372, 0.436, 0.196, -0.063, -0.158, -0.735, -0.146, 0.090, 0.185, 0.458, 0.412, -0.124, -0.123, -0.627, -0.146, -0.109, 0.358, 0.333, 0.427, -0.121, -0.299, -0.556, -0.145, -0.013, 0.346, 0.357, 0.395]}

No. 3
{"formula": "C5H9NO", "method": "the ωB97M-V functional and the def2-TZVPD basis", "relative_energy_kj_mol": 184.1, "e_tot_ev": -8867.305, "lumo_energy_ev": 0.5, "smiles": "CC1(C#N)CC1.O", "charge": 0, "species": ["C", "C", "C", "C", "O", "C", "N", "H", "H", "H", "H", "H", "H", "H", "H", "H"], "xyz": [[-1.40, -0.59, -0.36], [-0.43, -0.11, 0.72], [0.13, 1.30, 0.63], [1.06, 0.13, 0.61], [1.20, -0.01, -2.41], [-0.84, -0.53, 2.05], [-1.16, -0.90, 3.10], [-1.09, -0.32, -1.38], [-2.39, -0.14, -0.19], [-1.57, -1.68, -0.32], [1.12, -0.97, -2.47], [-0.04, 1.76, -0.34], [0.05, 1.97, 1.48], [1.59, -0.03, 1.54], [1.61, -0.05, -0.31], [2.15, 0.16, -2.33]], "nbo_charge": [-0.593, -0.173, -0.390, -0.391, -0.937, 0.297, -0.341, 0.229, 0.221, 0.218, 0.475, 0.225, 0.228, 0.225, 0.233, 0.473]}

Which formula does entry 3 have? C5H9NO